(1)
48
Properties=species:S:1:pos:R:3 method="wB97M-V/def2-TZVPD" homo_lumo_gap_ev=6.68 total_charge=+1 lumo_ev=-4.49 fmax_ev_per_a=2.93
O 0.96 -0.68 -1.52
P 0.17 0.31 -2.64
O -0.13 -0.53 -4.03
C -1.46 0.65 -1.75
C -1.38 1.88 -0.77
N -2.30 2.90 -1.32
C -3.25 2.06 -1.94
N -4.53 2.17 -1.86
N -5.34 1.23 -2.52
C -5.61 1.55 -3.68
S -5.66 1.52 -5.22
N -2.55 1.14 -2.63
H 0.38 -0.79 -0.75
H -0.73 -1.29 -3.89
H -1.77 -0.29 -1.25
H -1.66 1.42 0.18
H -0.35 2.26 -0.75
H -1.74 3.41 -2.00
H -4.89 2.93 -1.28
H -3.04 0.47 -3.21
C -2.58 -3.02 3.35
C -2.20 -2.24 2.34
C -1.69 -0.85 2.55
O -1.34 -0.19 1.58
C -1.65 -0.34 3.91
C -2.04 -1.11 4.93
C -2.51 -2.51 4.72
O -2.83 -3.18 5.69
O -2.01 -0.67 6.18
O -2.24 -2.67 1.07
H -2.94 -4.03 3.21
H -1.30 0.68 4.04
H -2.33 -1.42 6.73
H -1.91 -1.93 0.53
C 6.49 0.01 0.27
C 6.08 -1.10 -0.35
C 4.89 -1.10 -1.26
O 4.57 -2.13 -1.82
C 4.15 0.15 -1.42
C 4.55 1.26 -0.79
C 5.76 1.27 0.09
O 6.09 2.31 0.63
O 3.90 2.42 -0.91
O 6.72 -2.26 -0.22
H 7.35 0.03 0.93
H 3.28 0.13 -2.05
H 4.40 3.06 -0.36
H 6.23 -2.90 -0.77


(2)
12
Properties=species:S:1:pos:R:3 method="wB97M-V/def2-TZVPD" relative_energy_kcal_mol=8.4 homo_lumo_gap_ev=9.63 total_charge=0 lumo_ev=0.97 fmax_ev_per_a=6.29 smiles=C[C@H](Br)NN
C 0.33 1.42 -0.21
C 0.87 0.25 0.62
N -0.61 -1.44 -0.56
N -0.06 -1.05 0.76
Br 2.48 -0.31 -0.50
H 1.20 2.22 -0.30
H -0.53 1.81 0.38
H 0.15 1.38 -1.35
H 1.19 0.49 1.55
H -1.33 -0.76 -0.80
H -1.09 -2.41 -0.22
H 0.62 -1.86 0.81


(3)
21
Properties=species:S:1:pos:R:3 method="wB97M-V/def2-TZVPD" relative_energy_kcal_mol=85.2 homo_lumo_gap_ev=9.69 total_charge=0 lumo_ev=0.76 fmax_ev_per_a=4.23 smiles="C[C@@H]1C(=O)[C@H]1C.CN=C=O"
C 2.34 -0.81 -0.67
C -0.47 1.09 -0.34
C -0.90 -0.19 0.16
C -1.71 0.47 -0.91
C -1.38 -0.40 1.61
C -1.78 -0.16 -2.22
C 2.89 0.27 1.48
N 2.37 -0.44 0.45
O 2.32 -1.18 -1.76
O 0.27 2.06 -0.28
H -0.23 -1.01 -0.33
H -2.63 0.95 -0.60
H -0.77 -1.17 2.15
H -2.50 -0.77 1.73
H -1.29 0.51 2.11
H -2.25 -1.17 -2.19
H -0.76 -0.24 -2.65
H -2.41 0.44 -2.93
H 2.04 0.89 1.84
H 3.53 0.98 1.00
H 3.32 -0.10 2.35


(4)
49
Properties=species:S:1:pos:R:3 method="wB97M-V/def2-TZVPD" relative_energy_kcal_mol=3.6 homo_lumo_gap_ev=9.16 total_charge=0 lumo_ev=0.44 fmax_ev_per_a=2.09 smiles="CSC[C@H]1CN(Cc2cccnc2)C(=O)[C@@H]1CC(=O)Nc1ccc(Br)cc1"
O 2.70 -2.06 0.37
O -0.77 -2.18 -2.91
Br 4.74 1.37 6.19
N -5.37 -0.12 -0.97
S 1.07 2.89 0.31
C 1.58 -1.74 0.69
C -0.56 -1.07 -2.43
C -5.71 -1.41 -1.09
C -4.42 0.36 -1.74
C -5.05 -2.30 -1.97
C 2.54 1.23 4.36
C 4.08 -0.61 4.21
C 1.75 0.65 3.41
C 3.33 -1.18 3.21
C -4.00 -1.82 -2.68
C 3.71 0.61 4.76
C 2.14 -0.57 2.82
C -3.68 -0.44 -2.60
N 1.28 -1.08 1.84
N -1.33 0.07 -2.63
C 2.82 3.54 0.35
C -2.57 0.12 -3.39
C 1.38 1.34 -0.62
C -0.85 1.20 -1.86
C 0.49 -2.00 -0.31
C 0.11 0.54 -0.83
C 0.49 -0.85 -1.37
H -6.54 -1.76 -0.51
H -4.19 1.38 -1.64
H -5.29 -3.36 -2.07
H 2.27 2.18 4.81
H 4.94 -1.11 4.61
H 0.85 1.16 3.08
H 3.66 -2.15 2.80
H -3.43 -2.47 -3.34
H 0.31 -0.76 1.87
H 3.40 2.99 1.10
H 3.30 3.48 -0.63
H 2.84 4.60 0.64
H -2.43 -0.45 -4.32
H -2.79 1.13 -3.71
H 2.10 0.79 -0.02
H 1.85 1.55 -1.57
H -0.39 1.98 -2.49
H -1.69 1.72 -1.36
H -0.46 -2.13 0.17
H 0.72 -2.92 -0.83
H -0.43 0.52 0.13
H 1.47 -0.86 -1.87


(5)
23
Properties=species:S:1:pos:R:3 method="wB97M-V/def2-TZVPD" homo_lumo_gap_ev=9.69 total_charge=0 lumo_ev=0.31 fmax_ev_per_a=5.09 smiles="CCN1C(=O)c2ccccc2OP1F"
C 3.43 0.97 -0.29
C 3.67 -0.32 0.18
C 2.13 1.39 -0.36
C 2.66 -1.16 0.56
C 1.11 0.49 -0.10
C 1.37 -0.75 0.42
C -0.36 1.01 -0.25
C -3.73 -0.35 0.52
C -2.79 0.62 -0.26
N -1.38 0.13 -0.18
O -0.63 2.21 -0.32
O 0.39 -1.74 0.82
F -0.30 -2.24 -1.35
P -1.02 -1.94 0.10
H 4.17 1.69 -0.55
H 4.69 -0.85 0.28
H 1.76 2.30 -0.79
H 2.69 -2.22 0.94
H -3.95 0.20 1.49
H -4.66 -0.31 0.01
H -3.39 -1.33 0.49
H -3.17 0.61 -1.39
H -2.68 1.59 0.05


(6)
5
Properties=species:S:1:pos:R:3 method="wB97M-V/def2-TZVPD" relative_energy_kcal_mol=50.0 homo_lumo_gap_ev=5.73 total_charge=0 lumo_ev=-3.10 fmax_ev_per_a=4.28
H 0.88 0.75 -1.98
H 1.37 -0.07 -0.31
S 1.03 -0.56 -1.54
S -0.87 -0.66 2.28
S -2.41 0.54 1.55


(7)
95
Properties=species:S:1:pos:R:3 method="wB97M-V/def2-TZVPD" relative_energy_kcal_mol=0.0 homo_lumo_gap_ev="7.16 / 7.33" total_charge=+1 lumo_ev="-2.90 / -2.84" fmax_ev_per_a=0.18 s2=3.79 multiplicity=4
Cr 0.45 0.59 -0.72
I -7.16 0.80 0.00
C -5.14 0.38 -0.30
C -4.68 -0.93 -0.19
C -3.33 -1.18 -0.35
I -2.68 -3.17 -0.32
C -2.39 -0.16 -0.59
O -1.11 -0.46 -0.64
C -2.90 1.14 -0.77
C -2.02 2.28 -1.21
N -0.73 2.32 -0.49
C 0.05 3.52 -0.83
C 1.51 3.33 -0.54
C 2.36 4.39 -0.30
C 3.72 4.14 -0.19
C 4.19 2.85 -0.35
C 3.27 1.84 -0.57
N 1.96 2.07 -0.62
C -4.25 1.40 -0.60
H -5.36 -1.74 0.01
H -2.55 3.22 -1.05
H -1.78 2.20 -2.27
H -0.95 2.37 0.50
H -0.35 4.40 -0.33
H -0.05 3.68 -1.91
H 1.97 5.39 -0.21
H 4.41 4.95 0.00
H 5.24 2.61 -0.30
H 3.58 0.81 -0.71
H -4.62 2.41 -0.71
F 5.45 2.80 4.83
C 4.36 2.29 4.27
C 3.11 2.72 4.67
F 2.99 3.62 5.63
C 1.97 2.18 4.08
F 0.81 2.58 4.61
C 2.04 1.25 3.06
P 0.60 0.57 2.11
C 0.32 -1.01 2.94
C 0.09 -2.14 2.17
C -0.12 -3.36 2.79
C -0.10 -3.45 4.18
C 0.11 -2.31 4.95
C 0.32 -1.09 4.34
C -0.85 1.58 2.56
C -0.81 2.98 2.49
C -1.98 3.72 2.58
C -3.20 3.07 2.71
C -3.25 1.69 2.76
C -2.08 0.94 2.68
C 3.32 0.77 2.73
Br 3.54 -0.71 1.60
C 4.46 1.29 3.32
F 5.66 0.85 2.99
H 0.07 -2.06 1.09
H -0.30 -4.24 2.19
H -0.27 -4.40 4.66
H 0.11 -2.38 6.03
H 0.47 -0.20 4.94
H 0.14 3.49 2.38
H -1.94 4.80 2.55
H -4.12 3.65 2.77
H -4.20 1.18 2.85
H -2.13 -0.14 2.71
C -1.88 -3.13 -4.21
C -0.89 -2.34 -5.05
N -0.65 -0.97 -4.56
C -1.37 0.12 -5.24
C -2.75 0.35 -4.64
C 0.13 -0.77 -3.51
S 0.51 0.87 -3.03
N 0.63 -1.88 -2.95
C 1.30 -1.96 -1.82
O 1.48 -1.04 -0.94
C 1.87 -3.29 -1.50
C 2.28 -3.59 -0.20
C 2.80 -4.83 0.10
C 2.92 -5.80 -0.89
C 2.52 -5.51 -2.19
C 1.99 -4.27 -2.49
H -2.02 -4.11 -4.65
H -2.85 -2.63 -4.16
H -1.50 -3.25 -3.20
H -1.24 -2.24 -6.08
H 0.07 -2.85 -5.08
H -1.45 -0.16 -6.29
H -0.77 1.02 -5.20
H -3.40 -0.51 -4.79
H -3.22 1.21 -5.10
H -2.67 0.53 -3.56
H 2.17 -2.84 0.57
H 3.11 -5.05 1.12
H 3.33 -6.77 -0.65
H 2.61 -6.26 -2.96
H 1.66 -4.04 -3.50


(8)
9
Properties=species:S:1:pos:R:3 method="wB97M-V/def2-TZVPD" homo_lumo_gap_ev=7.62 total_charge=-1 lumo_ev=2.83 fmax_ev_per_a=2.79 smiles="O=P1([O-])OC(Br)=C(Br)O1"
C -1.19 0.66 0.08
C -1.25 -0.66 0.03
O 2.10 0.00 1.08
O 1.58 0.03 -1.49
O -0.02 1.24 0.16
O 0.06 -1.27 0.15
P 1.19 -0.03 -0.08
Br -2.70 1.76 -0.01
Br -2.73 -1.75 -0.01


(9)
9
Properties=species:S:1:pos:R:3 method="wB97M-V/def2-TZVPD" relative_energy_kcal_mol=39.8 homo_lumo_gap_ev=8.03 total_charge=0 lumo_ev=-1.75 fmax_ev_per_a=7.31
C 0.54 0.70 1.01
O -1.75 0.79 -0.69
O 0.54 -0.45 -1.44
P -0.46 -0.13 -0.25
I -0.10 -1.47 -3.05
I -1.02 -2.24 0.76
H 0.65 0.18 2.03
H 1.57 0.83 0.44
H 0.03 1.78 1.19


(10)
33
Properties=species:S:1:pos:R:3 method="wB97M-V/def2-TZVPD" relative_energy_kcal_mol=22.4 homo_lumo_gap_ev=9.03 total_charge=+1 lumo_ev=-4.99 fmax_ev_per_a=2.49 smiles="[H]/N=C/C[n+]1ccc(C(=O)O)c(CCCC)c1"
C 2.99 -0.61 2.23
C 1.98 -0.74 0.99
C 2.64 0.03 -0.20
C 1.73 0.23 -1.47
C 0.22 0.42 -1.17
C -0.59 -0.77 -0.96
N -1.92 -0.65 -0.69
C -2.69 -1.91 -0.46
C -2.63 -2.18 1.10
N -3.34 -1.42 1.83
C -2.60 0.54 -0.62
C -1.89 1.77 -0.85
C -0.45 1.71 -1.11
C 0.30 3.05 -1.31
O 1.38 3.19 -1.78
O -0.41 4.21 -0.95
H 2.93 0.42 2.64
H 4.04 -0.75 1.85
H 2.81 -1.39 3.01
H 1.89 -1.85 0.82
H 1.01 -0.31 1.35
H 3.52 -0.59 -0.53
H 3.07 0.99 0.21
H 2.18 1.02 -2.11
H 1.81 -0.73 -2.07
H -0.15 -1.79 -1.02
H -3.73 -1.79 -0.83
H -2.24 -2.75 -1.04
H -2.00 -2.98 1.55
H -3.16 -1.72 2.80
H -3.69 0.48 -0.40
H -2.47 2.72 -0.81
H -0.56 4.17 0.01


(11)
34
Properties=species:S:1:pos:R:3 method="wB97M-V/def2-TZVPD" relative_energy_kcal_mol=0.0 homo_lumo_gap_ev=6.00 total_charge=+1 lumo_ev=-7.46 fmax_ev_per_a=4.13
Sn -13.08 -6.76 -1.13
O -12.81 -6.36 -3.90
H -12.58 -6.79 -4.73
C -11.14 -9.50 -4.90
N -11.60 -9.98 -3.59
O -11.73 -11.18 -3.50
O -11.72 -9.18 -2.68
H -11.13 -10.32 -5.61
H -10.12 -9.15 -4.73
H -11.79 -8.69 -5.24
C -12.35 -4.56 -7.58
N -12.15 -3.14 -7.17
O -12.65 -2.75 -6.14
O -11.48 -2.45 -7.91
H -11.92 -4.68 -8.57
H -13.42 -4.72 -7.50
H -11.83 -5.14 -6.82
C -15.09 -4.37 -4.74
N -15.45 -5.10 -3.48
O -14.92 -4.70 -2.45
O -16.30 -5.95 -3.57
H -15.79 -3.57 -4.95
H -15.16 -5.07 -5.57
H -14.08 -3.98 -4.66
C -9.80 -5.51 -4.32
Cl -9.03 -4.15 -5.15
Cl -8.57 -6.77 -3.94
H -10.36 -5.30 -3.41
H -10.49 -5.96 -5.02
C -14.73 -9.14 -5.47
Cl -16.30 -9.02 -6.33
Cl -14.26 -10.81 -5.46
H -14.02 -8.56 -6.05
H -14.82 -8.77 -4.46


(12)
13
Properties=species:S:1:pos:R:3 method="wB97M-V/def2-TZVPD" relative_energy_kcal_mol=10.6 homo_lumo_gap_ev=8.59 total_charge=0 lumo_ev=0.88 fmax_ev_per_a=3.56 smiles=NP(N)#P(N)O
N 0.98 -0.96 -1.64
N -1.58 -0.31 -0.97
N -0.70 1.48 1.65
O 1.57 0.36 1.97
P -0.01 -0.93 -0.28
P 0.71 1.03 0.66
H 1.03 -1.92 -2.02
H 0.53 -0.27 -2.39
H -2.51 -0.54 -0.46
H -1.62 -0.89 -1.77
H -1.29 2.21 1.20
H -1.06 0.61 2.00
H 2.48 0.77 2.01